ORCA calculation (ωB97M-V/def2-TZVPD) on C34H30Br2F4GaN4S as an isolated structure.

## Properties
molecular weight: 832.232 g/mol
E: -255870.21880 eV
energy relative to the best compared isomer or geometry (same formula, charge and spin): 0.231 eV
charge: +1
frontier orbital gap: 6.6 eV

Atoms and positions in Å:
Ga -0.059 0.022 -0.047
Br -2.745 6.111 1.470
C -2.013 4.430 1.107
C -2.502 3.300 1.737
C -1.934 2.083 1.418
N -0.952 1.954 0.521
C -0.471 3.051 -0.062
C -0.966 4.312 0.211
C 0.662 2.823 -0.982
C 1.071 3.774 -1.897
C 2.163 3.493 -2.698
Br 2.715 4.732 -3.987
C 2.832 2.295 -2.541
C 2.340 1.394 -1.617
N 1.260 1.632 -0.862
H -3.301 3.359 2.466
H -2.273 1.186 1.909
H -0.537 5.197 -0.239
H 0.540 4.709 -2.015
H 3.707 2.053 -3.128
H 2.832 0.446 -1.492
F -3.026 -3.343 3.833
C -2.900 -2.007 3.753
F -1.774 -1.662 4.381
F -3.933 -1.468 4.436
C -2.965 -1.560 2.311
C -4.202 -1.682 1.696
C -4.378 -1.307 0.376
C -3.295 -0.785 -0.295
N -2.102 -0.650 0.291
C -1.892 -1.048 1.567
S -0.231 -0.828 2.073
H -5.035 -2.077 2.267
H -5.329 -1.426 -0.125
H -3.363 -0.467 -1.332
C -0.938 1.233 -4.886
C -1.179 0.874 -3.416
C -2.188 1.842 -2.776
C -1.652 -0.561 -3.234
C -2.776 -0.986 -3.940
C -3.256 -2.279 -3.807
C -2.610 -3.168 -2.962
C -1.495 -2.784 -2.224
C -0.808 -3.813 -1.336
C -0.209 -4.946 -2.180
C -1.754 -4.397 -0.283
C -1.025 -1.463 -2.355
N 0.113 -1.079 -1.575
C 1.343 -1.615 -1.958
C 1.591 -2.206 -3.204
C 2.829 -2.765 -3.501
C 3.866 -2.757 -2.578
C 3.657 -2.171 -1.336
C 2.424 -1.632 -1.079
F 2.221 -1.014 0.128
H -0.537 2.248 -4.967
H -1.862 1.193 -5.471
H -0.220 0.545 -5.339
H -0.226 0.971 -2.906
H -3.173 1.725 -3.235
H -1.879 2.885 -2.905
H -2.302 1.642 -1.705
H -3.276 -0.299 -4.614
H -4.124 -2.600 -4.373
H -2.980 -4.186 -2.880
H 0.007 -3.322 -0.810
H -0.992 -5.486 -2.720
H 0.311 -5.661 -1.538
H 0.505 -4.560 -2.909
H -2.627 -4.866 -0.747
H -2.111 -3.630 0.401
H -1.237 -5.158 0.306
H 0.796 -2.225 -3.941
H 2.980 -3.222 -4.472
H 4.826 -3.198 -2.818
H 4.428 -2.138 -0.575